(1)
Density functional theory data (ωB97M-V with the def2-TZVPD basis set) for a cluster of 2 separate species, C3H7O2S in total in a non-equilibrium geometry.

Computed properties:
HOMO energy ... -4.1 eV
Energy relative to the best compared isomer or geometry (same formula, charge and spin) ... 0.711 eV
E ... -667.217160 hartree
LUMO level ... 3.350 eV
Net charge ... -1
Frontier orbital gap ... 7.48 eV

Cartesian coordinates (Å):
C (-1.32, -1.11, 0.85)
S (-2.05, -0.22, -0.63)
C (-0.44, 0.07, -1.46)
H (-0.77, -0.37, 1.42)
H (-0.65, -1.84, 0.41)
H (-2.06, -1.64, 1.45)
H (-0.14, 1.09, -1.24)
H (0.28, -0.65, -1.09)
H (-0.63, 0.03, -2.53)
O (1.79, 0.14, 1.72)
C (2.06, 0.86, 0.73)
O (2.37, 0.53, -0.43)
H (1.94, 1.95, 0.95)

(2)
Density functional theory data (ωB97M-V with the def2-TZVPD basis set) for a structure of composition C3HEuO2 in a non-equilibrium geometry.

Computed properties:
HOMO energy (spin up / spin down) ... -11.9 / -11.9 eV
Energy relative to the best compared isomer or geometry (same formula, charge and spin) ... 1.224 eV
Expectation value of S² ... 15.76
2S+1 ... 8
E ... -975.324530 hartree
LUMO level (spin up / spin down) ... -6.498 / -6.300 eV
Net charge ... +1
Frontier orbital gap (spin up / spin down) ... 5.42 / 5.62 eV

Cartesian coordinates (Å):
C (-1.73, 1.15, -0.23)
H (-2.36, 2.02, -0.32)
C (-0.95, 0.24, -0.10)
O (-0.20, -1.79, -0.07)
C (0.21, -0.68, 0.29)
Eu (3.66, -0.71, 0.48)
O (1.37, -0.22, -0.05)

(3)
Density functional theory data (ωB97M-V with the def2-TZVPD basis set) for a structure of composition C20H22N3O5Pb.

Computed properties:
HOMO energy ... -6.0 eV
Energy relative to the best compared isomer or geometry (same formula, charge and spin) ... 0.445 eV
E ... -1508.796506 hartree
LUMO level ... 2.668 eV
Net charge ... -1
Frontier orbital gap ... 8.70 eV

Cartesian coordinates (Å):
Pb (0.05, -0.10, -0.29)
C (-1.84, 2.09, -2.81)
C (-3.10, 1.21, -2.86)
C (-3.16, 0.47, -4.19)
C (-3.16, 0.30, -1.64)
C (-3.34, 0.85, -0.38)
C (-3.31, 0.07, 0.77)
C (-3.10, -1.31, 0.69)
C (-3.04, -2.15, 1.94)
C (-2.95, -1.87, -0.57)
C (-2.97, -1.08, -1.72)
H (-1.86, 2.84, -3.61)
H (-0.94, 1.49, -2.95)
H (-1.74, 2.62, -1.86)
H (-3.97, 1.88, -2.79)
H (-2.29, -0.18, -4.32)
H (-3.16, 1.19, -5.01)
H (-4.07, -0.14, -4.27)
H (-3.48, 1.93, -0.28)
H (-3.42, 0.54, 1.74)
H (-4.04, -2.40, 2.31)
H (-2.51, -1.62, 2.74)
H (-2.51, -3.09, 1.75)
H (-2.75, -2.93, -0.66)
H (-2.79, -1.56, -2.67)
O (2.75, -3.26, -1.44)
C (2.29, -2.46, -0.64)
O (1.03, -2.23, -0.44)
C (3.25, -1.72, 0.30)
C (2.61, -1.50, 1.67)
C (3.67, -1.09, 2.71)
C (3.94, 0.39, 2.31)
C (3.03, 0.55, 1.10)
O (1.88, -0.25, 1.48)
C (3.60, -0.23, -0.10)
C (3.05, 0.27, -1.44)
O (3.80, 0.37, -2.39)
O (1.79, 0.65, -1.45)
H (4.15, -2.32, 0.36)
H (1.92, -2.28, 1.98)
H (3.27, -1.16, 3.72)
H (4.55, -1.72, 2.64)
H (3.64, 1.08, 3.10)
H (4.99, 0.58, 2.07)
H (2.71, 1.56, 0.87)
H (4.68, -0.11, -0.17)
N (1.68, 4.05, 4.76)
C (1.02, 3.80, 3.84)
N (0.23, 3.60, 2.81)
C (0.07, 2.61, 2.03)
N (-0.16, 1.75, 1.27)

(4)
Density functional theory data (ωB97M-V with the def2-TZVPD basis set) for the ion C11H18N2O2 with charge +2 in a non-equilibrium geometry.

Computed properties:
HOMO energy (spin up / spin down) ... -14.9 / -15.4 eV
Energy relative to the best compared isomer or geometry (same formula, charge and spin) ... 0.611 eV
E ... -689.149250 hartree
LUMO level (spin up / spin down) ... -8.641 / -8.431 eV
Net charge ... +2
Frontier orbital gap (spin up / spin down) ... 6.25 / 6.95 eV

Cartesian coordinates (Å):
C (5.22, -1.10, 0.11)
C (5.09, -0.21, 1.17)
C (4.21, -1.54, -0.76)
C (3.96, 0.61, 1.19)
C (2.89, -0.79, -0.68)
C (2.90, 0.31, 0.37)
C (0.67, 1.27, -1.64)
C (-1.57, -0.29, 0.12)
C (-3.06, 0.21, 0.29)
C (-0.60, 0.91, 0.52)
C (-4.15, -0.93, 0.42)
N (0.64, 0.72, -0.30)
N (-5.58, -0.35, 0.30)
O (1.92, -1.00, -1.37)
O (1.70, 0.82, 0.58)
H (6.30, -1.48, -0.19)
H (6.01, -0.13, 1.84)
H (4.43, -1.94, -1.71)
H (3.79, 1.40, 1.92)
H (1.46, 1.96, -1.95)
H (0.81, 0.42, -2.45)
H (-0.25, 1.87, -1.74)
H (-1.40, -0.46, -0.94)
H (-1.50, -1.18, 0.71)
H (-3.26, 0.82, -0.53)
H (-3.26, 0.79, 1.18)
H (-1.08, 1.86, -0.02)
H (-0.44, 1.22, 1.50)
H (-3.98, -1.30, 1.41)
H (-4.04, -1.80, -0.27)
H (-6.32, -1.02, 0.54)
H (-5.73, -0.07, -0.61)
H (-5.78, 0.40, 0.98)

(5)
Density functional theory data (ωB97M-V with the def2-TZVPD basis set) for the molecule C6H5NO in a non-equilibrium geometry.

Computed properties:
HOMO energy ... -9.6 eV
Energy relative to the best compared isomer or geometry (same formula, charge and spin) ... 6.090 eV
E ... -361.360403 hartree
LUMO level ... 0.834 eV
Net charge ... 0
SMILES string ... C#C[C@@]12C[C@@H]1C=NO2
Frontier orbital gap ... 10.41 eV

Cartesian coordinates (Å):
C (2.94, -0.63, -0.34)
C (1.75, -0.11, -0.15)
C (0.33, -0.10, 0.19)
C (-0.36, 0.97, 0.85)
C (-0.76, 0.61, -0.63)
C (-1.79, -0.47, -0.74)
H (3.94, -1.21, -0.30)
H (-0.91, 0.44, 1.72)
H (0.13, 1.85, 0.90)
H (-0.46, 1.63, -1.29)
H (-3.03, -0.31, -0.89)
N (-1.58, -1.34, 0.13)
O (-0.21, -1.35, 0.55)

(6)
Density functional theory data (ωB97M-V with the def2-TZVPD basis set) for a structure of composition C5H4FN in a non-equilibrium geometry.

Computed properties:
HOMO energy (spin up / spin down) ... -6.9 / -10.6 eV
Energy relative to the best compared isomer or geometry (same formula, charge and spin) ... 2.287 eV
Expectation value of S² ... 2.02
2S+1 ... 3
E ... -347.265728 hartree
LUMO level (spin up / spin down) ... 0.716 / -3.375 eV
Net charge ... 0
Frontier orbital gap (spin up / spin down) ... 7.64 / 7.22 eV

Cartesian coordinates (Å):
C (0.76, 1.51, 0.72)
C (-0.95, 0.02, 1.68)
C (0.76, -0.95, -1.69)
C (-0.18, 0.50, 0.70)
C (-0.27, -0.35, -1.09)
N (1.61, 2.31, 0.82)
F (-1.54, -0.23, -1.48)
H (-1.60, -0.94, 1.70)
H (-1.00, 0.77, 2.57)
H (0.66, -1.45, -2.61)
H (1.77, -1.19, -1.32)

(7)
Density functional theory data (ωB97M-V with the def2-TZVPD basis set) for a cluster of 2 separate species, C2H8NOP in total in a non-equilibrium geometry.

Computed properties:
HOMO energy ... -8.8 eV
Energy relative to the best compared isomer or geometry (same formula, charge and spin) ... 2.589 eV
E ... -552.288432 hartree
LUMO level ... -0.009 eV
Net charge ... 0
SMILES string ... [H]/N=P/CC.O
Frontier orbital gap ... 8.79 eV

Cartesian coordinates (Å):
C (-2.47, 0.07, -0.30)
C (-1.51, 0.18, 0.97)
N (1.15, -0.17, 1.18)
O (4.02, 0.13, -1.56)
P (0.19, 0.58, 0.21)
H (-3.00, 1.01, -0.37)
H (-1.87, 0.05, -1.19)
H (-3.07, -0.80, -0.22)
H (-1.45, -0.78, 1.46)
H (-1.97, 1.05, 1.66)
H (3.78, -0.64, -2.08)
H (2.05, -0.44, 0.94)
H (4.15, -0.22, -0.71)

(8)
Density functional theory data (ωB97M-V with the def2-TZVPD basis set) for a cluster of 10 separate species, C32H38NO33PS in total in a non-equilibrium geometry.

Computed properties:
HOMO energy ... -10.1 eV
E ... -4519.627198 hartree
LUMO level ... -1.391 eV
Net charge ... 0
Frontier orbital gap ... 8.70 eV

Cartesian coordinates (Å):
O (0.75, 6.17, 3.52)
C (1.77, 5.98, 2.95)
O (2.62, 6.98, 2.55)
C (3.89, 6.42, 2.42)
O (4.88, 7.09, 2.43)
C (3.73, 4.97, 2.31)
P (5.03, 3.87, 1.80)
O (4.90, 3.54, 0.38)
O (6.33, 4.61, 2.25)
O (5.02, 2.68, 2.80)
C (2.46, 4.70, 2.61)
N (1.82, 3.47, 2.64)
C (1.41, 3.03, 1.56)
S (0.90, 2.49, 0.24)
H (6.34, 5.52, 1.93)
H (4.55, 1.92, 2.43)
C (-2.25, 5.18, 3.71)
C (-3.42, 4.95, 2.78)
O (-2.97, 3.83, 2.00)
C (-2.04, 3.16, 2.72)
O (-1.60, 2.09, 2.42)
O (-1.69, 3.86, 3.81)
H (-2.54, 5.53, 4.70)
H (-1.50, 5.84, 3.30)
H (-4.33, 4.66, 3.31)
H (-3.63, 5.79, 2.13)
C (-1.77, -1.65, 1.05)
C (-2.07, -0.49, 0.13)
O (-1.40, -0.89, -1.09)
C (-1.27, -2.22, -1.07)
O (-0.89, -2.88, -1.99)
O (-1.61, -2.74, 0.12)
H (-2.57, -1.84, 1.76)
H (-0.83, -1.52, 1.59)
H (-3.13, -0.38, -0.07)
H (-1.67, 0.45, 0.49)
C (3.22, 5.55, -3.56)
C (3.42, 4.70, -2.32)
O (2.13, 4.78, -1.69)
C (1.21, 5.05, -2.64)
O (0.03, 5.01, -2.47)
O (1.81, 5.38, -3.80)
H (3.79, 5.20, -4.41)
H (3.43, 6.60, -3.39)
H (3.64, 3.66, -2.54)
H (4.19, 5.09, -1.65)
C (-0.64, -5.84, 0.57)
C (-0.81, -6.96, -0.44)
O (-0.75, -8.13, 0.40)
C (-1.09, -7.77, 1.65)
O (-1.29, -8.54, 2.54)
O (-1.16, -6.43, 1.77)
H (-1.18, -4.94, 0.31)
H (0.41, -5.59, 0.74)
H (-1.79, -6.93, -0.93)
H (-0.03, -6.99, -1.20)
C (3.13, -4.21, -0.31)
C (3.18, -3.12, -1.35)
O (2.30, -2.13, -0.79)
C (2.24, -2.32, 0.55)
O (1.70, -1.59, 1.32)
O (2.84, -3.48, 0.89)
H (4.07, -4.75, -0.20)
H (2.33, -4.92, -0.50)
H (4.17, -2.67, -1.46)
H (2.82, -3.44, -2.32)
C (-1.15, -5.25, -4.77)
C (-0.24, -4.40, -5.64)
O (0.92, -4.24, -4.81)
C (0.95, -5.25, -3.92)
O (1.88, -5.51, -3.22)
O (-0.20, -5.96, -3.96)
H (-1.76, -5.95, -5.34)
H (-1.78, -4.65, -4.12)
H (0.07, -4.91, -6.56)
H (-0.66, -3.43, -5.89)
C (-6.06, 1.07, 1.18)
C (-7.33, 0.42, 1.70)
O (-7.09, -0.97, 1.44)
C (-5.76, -1.17, 1.38)
O (-5.22, -2.23, 1.34)
O (-5.10, 0.01, 1.37)
H (-5.75, 1.95, 1.74)
H (-6.11, 1.31, 0.12)
H (-7.47, 0.56, 2.77)
H (-8.23, 0.75, 1.18)
C (-3.11, -8.44, 6.07)
C (-3.28, -9.54, 5.05)
O (-3.23, -10.72, 5.88)
C (-3.57, -10.37, 7.14)
O (-3.79, -11.14, 8.02)
O (-3.64, -9.03, 7.26)
H (-3.65, -7.53, 5.82)
H (-2.06, -8.19, 6.24)
H (-4.26, -9.51, 4.56)
H (-2.50, -9.56, 4.30)
C (2.90, 8.51, -6.61)
C (3.93, 9.35, -7.35)
O (5.01, 9.38, -6.42)
C (4.91, 8.30, -5.61)
O (5.74, 7.95, -4.84)
O (3.72, 7.68, -5.79)
H (2.28, 7.90, -7.27)
H (2.25, 9.12, -5.97)
H (4.27, 8.87, -8.27)
H (3.59, 10.36, -7.57)